Entry from the OMol25 dataset: 8 unconnected molecules or ions with the total composition C47H112N8O8 (wB97M-V/def2-TZVPD).

The geometry in XYZ format:
```
175
Properties=species:S:1:pos:R:3
C -1.0759 -3.0604 3.6157
C -2.3447 -3.8841 3.9196
C -1.9595 -5.3682 4.1143
C -3.0946 -3.4844 5.2926
C -4.0878 -2.3512 5.1024
C -5.0457 -2.6072 4.0237
C -4.2996 -2.8325 2.6880
C -5.4706 -3.2483 1.7840
C -3.6386 -1.5174 2.1414
N -3.3563 -3.9584 2.8947
O -2.8016 -4.3091 1.7234
H -0.3735 -3.5033 4.3218
H -0.7201 -3.3322 2.6218
H -1.2076 -1.9866 3.7488
H -2.7604 -6.0066 4.4873
H -1.5247 -5.7886 3.2075
H -1.2477 -5.4680 4.9337
H -3.5647 -4.3819 5.6946
H -2.2833 -3.1132 5.9188
H -4.6587 -2.3125 6.0301
H -3.5322 -1.4147 5.0525
H -5.8817 -1.9080 4.0047
H -5.5568 -3.5453 4.2403
H -6.0524 -4.0574 2.2256
H -5.0418 -3.6190 0.8530
H -6.2833 -2.6078 1.4415
H -2.9161 -1.7246 1.3520
H -3.2243 -0.8222 2.8715
H -4.3767 -0.9239 1.6017
H -3.3261 -5.0505 1.4121
C 4.5834 -3.6438 3.5162
C 4.3548 -3.8741 1.9268
C 4.8273 -2.5698 1.2502
C 5.3169 -5.0776 1.4814
C 5.0402 -5.7813 0.1287
C 3.6150 -6.1273 0.0854
C 2.5667 -5.0115 0.3313
C 2.4323 -4.2180 -0.9944
C 1.1829 -5.6935 0.5919
N 2.9448 -4.3636 1.6746
O 2.0399 -3.4759 2.2892
H 5.6261 -3.4852 3.7911
H 4.2489 -4.5624 3.9982
H 4.0079 -2.7940 3.8833
H 4.8340 -2.7605 0.1770
H 5.7858 -2.2047 1.6191
H 4.0698 -1.8136 1.4561
H 6.3349 -4.7115 1.3480
H 5.3393 -5.7732 2.3203
H 5.6876 -6.6443 -0.0266
H 5.2910 -5.0795 -0.6668
H 3.5717 -6.8700 0.8821
H 3.4358 -6.7354 -0.8013
H 1.4415 -3.7950 -1.1603
H 3.2164 -3.4785 -1.1571
H 2.6293 -4.7645 -1.9167
H 0.5984 -6.1127 -0.2271
H 1.3089 -6.3827 1.4269
H 0.5322 -4.9252 1.0096
H 1.4306 -4.0861 2.7112
C -0.3739 3.0773 -1.9337
C 0.7003 2.0107 -1.5496
C 1.6670 1.9909 -2.7310
C 1.4811 2.4777 -0.2728
C 2.3267 1.3568 0.3319
C 1.6104 0.0025 0.2929
C 0.1428 -0.0470 -0.0501
C -0.2667 -1.4869 -0.4108
C -0.7342 0.5524 1.1773
N -0.0447 0.7776 -1.2624
O -1.2208 0.5230 -1.9419
H -1.1171 3.1433 -1.1391
H 0.1620 4.0264 -1.9269
H -0.9788 2.9813 -2.8354
H 2.1555 2.9585 -2.8461
H 2.2509 1.1050 -2.4816
H 1.2051 1.7038 -3.6755
H 2.0816 3.3512 -0.5270
H 0.7854 2.8993 0.4527
H 3.3002 1.2644 -0.1496
H 2.4892 1.6147 1.3784
H 1.7889 -0.6439 1.1522
H 2.2085 -0.3990 -0.5251
H -0.1953 -2.2486 0.3656
H 0.3028 -1.8994 -1.2436
H -1.2927 -1.4594 -0.7779
H -1.2873 -0.3010 1.5696
H -1.3599 1.3609 0.7991
H -0.0919 1.0090 1.9303
H -0.9381 -0.1210 -2.5952
C -0.1145 9.9310 1.4455
O -0.2666 8.5228 1.4413
C 0.7144 7.8633 0.6875
C 0.1654 6.4252 0.3033
C -1.4034 6.2326 0.1808
N 0.7028 5.4404 1.2526
H -0.2979 10.1687 0.3977
H 0.8847 10.2077 1.7817
H -0.8931 10.3728 2.0674
H 1.0358 8.5133 -0.1265
H 1.5595 7.7599 1.3682
H 0.5392 6.2033 -0.6963
H -1.7333 7.2664 0.0781
H -1.8236 5.8345 1.1044
H -1.9200 5.8045 -0.6783
H 0.4564 5.7070 2.1951
H 0.1801 4.5842 1.1346
C 3.2566 -3.2642 -4.9969
O 3.3082 -1.9148 -4.6600
C 4.2518 -1.5513 -3.6740
C 4.5156 0.0233 -4.0180
C 5.2858 0.2399 -5.4115
N 5.3089 0.6696 -3.0514
H 2.3024 -3.6115 -5.3930
H 3.1958 -3.7934 -4.0459
H 4.0749 -3.6260 -5.6195
H 3.9183 -1.8194 -2.6715
H 5.2849 -1.8635 -3.8271
H 3.5714 0.5676 -4.0402
H 5.0635 -0.4866 -6.1930
H 6.3598 0.1704 -5.2392
H 5.1547 1.2987 -5.6347
H 6.1757 0.2348 -2.7693
H 4.8649 0.8433 -2.1609
C -1.9164 -3.2803 -3.9481
O -2.0272 -2.6026 -5.2834
C -2.0164 -1.2367 -5.1532
C -0.6529 -0.5342 -5.0938
C 0.0668 -0.8186 -6.3973
N 0.2177 -0.9813 -4.0638
H -0.9458 -3.2361 -3.4542
H -2.0788 -4.3580 -3.9631
H -2.5836 -2.8743 -3.1878
H -2.4301 -0.8638 -6.0902
H -2.5359 -0.8044 -4.2980
H -0.7016 0.5547 -5.1051
H -0.4720 -0.4400 -7.2659
H 0.2490 -1.8841 -6.5373
H 1.0894 -0.4687 -6.2554
H 0.4859 -1.9413 -4.2266
H 1.0472 -0.4132 -3.9670
C -1.4944 0.3450 7.7765
O -1.2363 1.1810 6.6213
C -0.4400 0.5366 5.5271
C 1.0606 0.9199 5.6229
C 1.8896 0.3249 4.4399
N 1.7250 0.4960 6.9033
H -2.1068 0.8665 8.5121
H -0.5440 0.2034 8.2911
H -1.9322 -0.5760 7.3914
H -0.5420 -0.5476 5.5744
H -0.9030 0.9375 4.6254
H 1.0659 2.0099 5.6225
H 1.5401 0.9171 3.5942
H 1.7383 -0.7395 4.2603
H 2.9596 0.5242 4.4984
H 1.0893 0.7303 7.6523
H 2.6695 0.8371 7.0111
C -7.5929 7.0450 -5.4549
O -6.2116 7.0707 -5.1758
C -5.7277 6.4126 -4.0237
C -4.2031 6.2599 -4.2461
C -3.5421 5.5563 -3.0983
N -3.6769 7.6098 -4.3479
H -7.8948 8.0906 -5.3944
H -8.2144 6.6424 -4.6550
H -7.9095 6.6773 -6.4309
H -6.0318 7.1474 -3.2783
H -6.2781 5.5724 -3.6005
H -4.1222 5.6683 -5.1580
H -2.5487 5.2511 -3.4268
H -4.1688 4.7882 -2.6452
H -3.3121 6.2627 -2.3007
H -2.7118 7.6782 -4.6375
H -4.2116 7.9512 -5.1339
```

Computed properties:
LUMO level, eV: 0.5
SMILES: CC1(C)CCCC(C)(C)N1O.CC1(C)CCCC(C)(C)N1O.CC1(C)CCCC(C)(C)N1O.COC[C@H](C)N.COC[C@H](C)N.COC[C@H](C)N.COC[C@H](C)N.COC[C@H](C)N
Largest force on an atom, eV/Å: 3.82
Energy, Eh: -2897.47025
Relative energy (zero: lowest compared OMol25 entry of this formula, charge and spin), kcal per mole: 144.8
Orbital gap, Eh: 0.28863